Record 1
Entry from the Open Molecules 2025 dataset: C47H65BIrN10O3P as an isolated structure (ωB97M-V/def2-TZVPD).

Last column: Mulliken spin population.
Atoms and positions in Å:
Ir: -0.32857 0.62771 0.05766  0.6027
C: 0.54729 -2.20544 4.68997  -0.0003
C: 1.01801 -0.79949 4.30004  0.0023
C: 2.37093 -0.83215 3.61236  -0.0013
C: -0.07729 0.06524 3.68455  -0.0044
C: -1.09837 0.47771 4.53919  -0.0010
C: -1.73100 1.51950 3.90517  0.0001
N: -1.15682 1.68384 2.71687  0.0027
N: -0.15531 0.77884 2.50591  0.0042
B: -1.29537 2.93837 1.86697  -0.0155
N: 0.04019 3.21858 1.15381  -0.0278
C: 0.74063 4.33995 1.23353  0.0615
C: 1.82385 4.25121 0.38185  0.0326
C: 1.75067 3.01183 -0.22999  -0.0122
N: 0.61118 2.38573 0.22872  0.0751
C: 2.86674 2.55963 -1.15498  0.0047
C: 3.13826 3.61110 -2.24725  0.0028
C: 2.82403 1.15988 -1.75922  -0.0090
N: -2.39818 2.68845 0.86782  -0.0117
C: -3.55884 3.33169 0.79719  -0.0024
C: -4.33515 2.69464 -0.13398  0.0050
C: -3.57654 1.63191 -0.62974  0.0124
N: -2.37188 1.61861 0.02593  0.1123
C: -4.25307 0.78821 -1.70676  -0.0009
C: -3.43947 -0.04331 -2.70341  0.0010
C: -5.40162 -0.01288 -1.07509  0.0007
H: 1.26959 -2.63265 5.38430  0.0001
H: 0.48379 -2.87401 3.83093  -0.0003
H: -0.42171 -2.19390 5.18955  0.0000
H: 1.17269 -0.28398 5.25319  0.0003
H: 2.28428 -0.88365 2.53785  -0.0076
H: 2.93816 -1.69438 3.96136  -0.0004
H: 2.95538 0.05216 3.85029  0.0004
H: -1.25587 0.14427 5.55059  0.0000
H: -2.49691 2.19370 4.25201  -0.0001
H: -1.56750 3.89095 2.53153  0.0000
H: 0.42098 5.13454 1.88716  -0.0091
H: 2.59298 4.98862 0.24013  -0.0013
H: 3.73849 2.59162 -0.49913  -0.0023
H: 2.28702 3.75073 -2.91626  0.0009
H: 3.98485 3.28471 -2.85098  -0.0003
H: 3.39096 4.58390 -1.83258  0.0004
H: 2.49624 1.17472 -2.79851  0.0004
H: 2.20312 0.47863 -1.18209  0.0354
H: 3.83192 0.74798 -1.76327  -0.0024
H: -3.74607 4.19478 1.41365  0.0004
H: -5.32943 2.95903 -0.44919  -0.0003
H: -4.75217 1.55511 -2.30240  -0.0009
H: -2.37429 0.09135 -2.59278  -0.0016
H: -3.71018 0.23274 -3.72185  0.0003
H: -3.66624 -1.10154 -2.60190  0.0001
H: -5.04341 -0.74528 -0.35522  -0.0006
H: -5.95529 -0.53821 -1.85341  0.0000
H: -6.10018 0.63744 -0.55188  0.0000
C: -2.64566 3.05987 -3.26091  -0.0001
C: -1.24928 3.44312 -2.79293  0.0024
C: -1.29315 4.38400 -1.60131  -0.0031
C: -0.20735 2.30341 -2.70433  -0.0039
C: 0.06178 1.86487 -4.14368  -0.0030
O: 0.17446 0.43880 -4.08862  -0.0006
C: -0.07154 0.02412 -2.86771  0.0043
N: -0.36693 0.94027 -1.99189  -0.0030
C: 0.11181 -1.44207 -2.80792  0.0032
C: -0.13260 -2.10114 -4.01594  -0.0018
C: 0.28227 -3.40551 -4.22017  0.0018
C: 1.04269 -4.03168 -3.24919  -0.0026
C: 1.27142 -3.39326 -2.03980  0.0014
C: 0.74103 -2.12952 -1.76392  0.0155
P: 0.83273 -1.62852 -0.01803  0.0118
C: 2.50896 -2.13709 0.38752  0.0278
C: 2.73770 -3.04625 1.42193  0.0003
C: 3.98751 -3.62691 1.57342  -0.0020
C: 5.01116 -3.31427 0.69317  0.0111
C: 4.78632 -2.42225 -0.35167  -0.0006
C: 3.54686 -1.83484 -0.50183  0.0066
C: -0.20358 -2.82174 0.92978  0.0073
C: -0.23472 -4.17372 0.57976  0.0002
C: -0.96564 -5.08108 1.33350  0.0007
C: -1.69888 -4.65805 2.43301  -0.0001
C: -1.69164 -3.31583 2.77340  -0.0007
C: -0.94010 -2.41259 2.03488  -0.0044
H: -3.14129 3.93363 -3.68223  0.0001
H: -3.24247 2.72527 -2.42058  -0.0002
H: -2.65560 2.28272 -4.02534  0.0000
H: -0.79176 4.02237 -3.60845  0.0012
H: -1.63016 3.87714 -0.70420  0.0019
H: -1.99116 5.19698 -1.80140  -0.0001
H: -0.31706 4.82934 -1.40947  -0.0019
H: 0.67720 2.73590 -2.26646  0.0009
H: 0.98574 2.26234 -4.56027  0.0004
H: -0.76195 2.09840 -4.81293  0.0001
H: -0.62308 -1.57367 -4.82034  0.0000
H: 0.07249 -3.89590 -5.16087  0.0001
H: 1.46269 -5.01319 -3.42385  0.0000
H: 1.88293 -3.89013 -1.30083  0.0031
H: 1.94407 -3.32538 2.09974  0.0001
H: 4.15344 -4.33726 2.37166  0.0002
H: 5.98130 -3.77923 0.80630  -0.0002
H: 5.57849 -2.19935 -1.05347  -0.0002
H: 3.37348 -1.16907 -1.33342  0.0015
H: 0.30435 -4.55221 -0.27070  -0.0004
H: -0.95673 -6.12642 1.05511  0.0001
H: -2.26461 -5.37028 3.01882  -0.0001
H: -2.25345 -2.96584 3.63074  0.0002
H: -0.95011 -1.37636 2.32027  0.0031
C: 5.64403 1.04174 0.85899  0.0001
N: 4.75091 1.73447 1.76815  0.0001
C: 3.42584 1.48037 1.86431  0.0081
N: 2.75411 2.19128 2.81440  0.0006
O: 2.83718 0.68292 1.12563  0.0305
H: 6.32797 0.38841 1.40003  0.0000
H: 6.22657 1.75655 0.27813  0.0000
H: 5.04050 0.43437 0.18942  -0.0004
H: 5.17028 2.33183 2.46263  0.0002
H: 3.24414 2.72058 3.51550  0.0004
H: 1.82364 1.86631 3.02304  0.0017
C: -2.81350 -3.31358 -1.27658  0.0018
N: -3.19635 -2.48628 -0.13282  0.0082
C: -4.35062 -2.96410 0.63139  0.0001
C: -2.60318 -1.37459 0.18529  0.0020
O: -1.60735 -0.91493 -0.46497  0.0317
H: -1.88299 -2.95451 -1.70662  -0.0013
H: -2.70019 -4.34088 -0.93911  0.0006
H: -3.60551 -3.27761 -2.02466  0.0005
H: -4.16292 -3.99317 0.93165  -0.0004
H: -5.24583 -2.92852 0.01168  0.0002
H: -4.49160 -2.35377 1.52027  0.0003
H: -3.00301 -0.82754 1.03770  -0.0084

Cartesian forces (eV/Å) of the 6 atoms listed first:
-0.97 0.18 -0.03
0.14 -0.10 -0.03
-0.01 -0.13 0.06
-0.02 -0.10 0.08
0.12 0.11 0.11
0.07 0.11 0.03

Properties
* net charge: +3
* relative energy (zero: lowest compared OMol25 entry of this formula, charge and spin): 0.0 kJ/mol
* gap between HOMO and LUMO (alpha / beta): 6.87 / 5.22 eV
* multiplicity: 2

=====

Record 2
Entry from the Open Molecules 2025 dataset: C34H45Ge2N2O3S6Sr as an isolated structure (ωB97M-V/def2-TZVPD).

Last column: Mulliken charge in e.
Atoms and positions in Å:
Sr: -0.02741 0.18512 -0.40222  1.3295
C: 0.17009 2.53103 4.92224  -1.4103
C: 0.33412 2.03876 3.48731  -0.0094
Ge: -0.98098 0.62156 3.05933  -0.0362
C: -2.69206 1.26726 2.31369  0.6175
C: -3.70697 1.55164 3.41843  -1.4021
C: -1.19361 -0.44545 4.69801  -0.0872
C: -0.63053 -1.66201 4.50988  -0.7474
Ge: -0.12658 -1.64017 2.61103  -0.5492
C: -1.19187 -2.85724 1.46999  0.1466
C: -1.11456 -4.33724 1.83474  -1.3837
C: 1.81847 -1.71295 2.20403  0.6311
C: 2.61470 -2.89515 2.74386  -1.4218
C: -0.49252 -2.72368 5.52431  0.5187
C: -0.98239 -2.56022 6.82431  -0.4528
C: -0.84242 -3.56367 7.76353  -0.7710
C: -0.20868 -4.75463 7.42781  -0.5073
C: 0.28079 -4.92962 6.14484  -1.1601
C: 0.13723 -3.91998 5.20454  0.3336
H: 0.87829 3.33001 5.14690  0.4044
H: 0.33862 1.73328 5.64594  0.3764
H: -0.82954 2.93027 5.10119  0.3024
H: 1.34715 1.64964 3.35048  0.3356
H: 0.21078 2.86249 2.78576  0.2230
H: -3.11090 0.52659 1.62082  0.3337
H: -2.49221 2.17197 1.74167  -0.3284
H: -3.96364 0.64757 3.97204  0.3930
H: -4.63028 1.96469 3.01093  0.3969
H: -3.32240 2.27687 4.13690  0.2962
H: -1.61020 -0.12914 5.64751  0.6110
H: -0.89660 -2.73663 0.42346  0.0772
H: -2.23242 -2.52317 1.53849  0.4022
H: -0.09333 -4.71896 1.77220  0.2455
H: -1.72823 -4.94067 1.16543  0.4227
H: -1.46535 -4.51742 2.85090  0.3619
H: 2.24659 -0.78146 2.59070  0.3383
H: 1.95923 -1.67278 1.11138  -0.2700
H: 2.55990 -2.93931 3.83176  0.3850
H: 3.66889 -2.82361 2.47344  0.4105
H: 2.24186 -3.84719 2.36207  0.2561
H: -1.47916 -1.64394 7.10555  0.3419
H: -1.22820 -3.42169 8.76387  0.4036
H: -0.10111 -5.53654 8.16593  0.4020
H: 0.77517 -5.85192 5.87089  0.3935
H: 0.52808 -4.08151 4.20415  0.5872
C: 1.75286 -4.13254 -1.60849  -1.0999
S: 1.88728 -2.35155 -1.66801  0.5929
O: 0.45666 -1.89393 -1.36370  -0.7143
C: 2.15009 -2.07872 -3.39379  0.5887
C: 3.35415 -1.51558 -3.78195  -0.3872
C: 3.56342 -1.26077 -5.13084  -0.7341
C: 2.57435 -1.55716 -6.05320  -0.4293
C: 1.36706 -2.11105 -5.64589  -0.6533
C: 1.14822 -2.37998 -4.30786  -0.4733
H: 0.89020 -4.43310 -2.20146  0.3664
H: 1.62564 -4.42204 -0.56868  0.2384
H: 2.66552 -4.56331 -2.01447  0.4981
H: 4.11033 -1.26855 -3.04822  0.4489
H: 4.49615 -0.82225 -5.45564  0.4426
H: 2.73961 -1.34464 -7.10062  0.4506
H: 0.59231 -2.31297 -6.36832  0.3412
H: 0.19935 -2.77959 -3.97674  0.3313
O: -0.04545 0.75898 -8.95960  -0.5470
C: -0.52089 1.87721 -8.26536  -0.5422
N: 0.24435 2.13709 -7.05536  -0.0403
C: 0.16525 1.26344 -6.03868  0.2303
O: -0.53644 0.26083 -6.09096  -0.7206
C: 0.97185 1.54817 -4.80360  1.0323
C: 2.01220 2.45919 -4.71350  -0.3745
C: 2.65494 2.62199 -3.49650  -1.0859
C: 2.23361 1.86705 -2.41999  -1.0483
N: 1.22266 0.99670 -2.48569  0.6137
C: 0.60830 0.85005 -3.65526  -0.6037
H: -0.36433 -0.01260 -8.47749  0.3519
H: -1.56961 1.74592 -7.98268  0.3324
H: -0.42612 2.74391 -8.91676  0.4085
H: 0.83353 2.94740 -6.99898  0.1814
H: 2.33412 3.03762 -5.56822  0.4877
H: 3.46809 3.32200 -3.37891  0.5041
H: 2.71911 1.97983 -1.45765  0.4175
H: -0.21450 0.14873 -3.72806  0.5059
C: -1.86321 6.01310 1.52611  -0.7747
S: -3.02016 4.77565 0.89901  -0.0716
C: -2.33147 4.49434 -0.69112  -0.0244
C: -1.21604 3.79055 -0.96878  -0.1970
S: -0.10684 3.00404 0.12173  -0.4061
S: -0.79747 3.71012 -2.65677  0.3157
C: -2.13624 4.59181 -3.31316  -0.0029
S: -2.29039 4.86727 -4.92679  -0.2566
S: -3.16751 5.19475 -2.06786  -0.1197
H: -2.16678 6.23773 2.54673  0.3452
H: -1.90835 6.92511 0.93592  0.3376
H: -0.85193 5.61348 1.53514  0.2035

Cartesian forces (eV/Å) of the 6 atoms listed first:
-0.49 0.56 0.54
-0.03 0.03 0.14
0.00 -0.01 -0.13
-0.21 0.36 0.39
0.04 -0.11 -0.09
-0.06 0.01 0.11

Properties
* net charge: +1
* relative energy (zero: lowest compared OMol25 entry of this formula, charge and spin): 24.8 kJ/mol
* gap between HOMO and LUMO: 6.57 eV